Entry 1:
{
  "formula": "C6H6",
  "method": "ωB97M-V/def2-TZVPD",
  "species": ["C", "C", "C", "C", "C", "C", "H", "H", "H", "H", "H", "H"],
  "positions_angstrom": [[-0.98622, -0.89748, 0.24244], [0.33384, -1.27703, 0.07897], [1.35587, -0.30975, 0.03476], [1.04966, 1.03600, 0.00037], [-0.31880, 1.42770, -0.02852], [-1.28292, 0.45600, 0.22692], [-1.79609, -1.61425, 0.27929], [0.58109, -2.33020, 0.01444], [2.39062, -0.63050, -0.07089], [1.87094, 1.75611, -0.02704], [-0.88671, 1.56212, -0.96571], [-2.31127, 0.82128, 0.21495]],
  "forces_ev_per_angstrom": [[0.07, -0.26, 0.50], [0.05, -0.02, 0.22], [-0.08, -0.12, 0.30], [-0.13, -0.14, -0.21], [-0.15, -1.34, -0.76], [-0.17, -0.71, 0.58], [0.13, -0.18, 0.10], [0.05, 0.06, -0.07], [-0.15, 0.04, 0.25], [-0.37, -0.09, -0.48], [0.66, 3.19, -0.26], [0.08, -0.41, -0.19]],
  "homo_lumo_gap_ev": 9.10,
  "e_homo_ev": -8.503,
  "smiles": "c1ccccc1",
  "e_above_lowest_kcal_mol": 58.83,
  "largest_force_ha_per_bohr": 0.0636
}

Entry 2:
{
  "formula": "C6H6BrClFN",
  "method": "ωB97M-V/def2-TZVPD",
  "species": ["C", "C", "C", "C", "C", "C", "N", "F", "Cl", "Br", "H", "H", "H", "H", "H", "H"],
  "positions_angstrom": [[1.21410, 1.27288, -0.79010], [-0.44695, 1.46929, 1.05181], [1.87384, 0.31916, -0.16822], [-0.23000, 1.73834, -0.44206], [1.37480, -0.74250, 0.67441], [0.33532, -1.69489, 0.31273], [-0.15764, 0.56306, 1.80953], [2.16666, -1.14914, 1.63778], [1.15742, -3.20066, -0.26365], [3.85976, 0.21141, -0.43198], [1.84813, 1.89089, -1.49649], [-1.13514, 2.15465, 1.61125], [-0.63758, 2.78587, -0.64134], [-1.00528, 1.10399, -1.05641], [-0.42983, -1.23012, -0.32104], [-0.13090, -1.96392, 1.21276]],
  "forces_ev_per_angstrom": [[-0.74, 2.84, -1.30], [-2.19, 1.56, -0.02], [1.64, -1.47, 0.14], [-0.57, -1.21, -1.06], [-1.59, 3.01, 1.29], [0.11, -0.02, -0.45], [2.90, -3.03, -0.53], [0.35, -0.22, 0.19], [-0.44, 0.18, -0.50], [-1.25, 0.09, 0.07], [-1.10, -0.56, 0.97], [0.21, 0.28, -0.87], [1.59, -1.09, -0.11], [1.31, 0.80, 1.42], [0.52, -0.57, -0.38], [-0.75, -0.58, 1.14]],
  "homo_lumo_gap_ev": 7.66,
  "e_homo_ev": -8.480,
  "e_above_lowest_kcal_mol": 86.45,
  "largest_force_ha_per_bohr": 0.0822
}

Entry 3:
{
  "formula": "C6H6BrN3O",
  "method": "ωB97M-V/def2-TZVPD",
  "species": ["C", "C", "Br", "N", "C", "N", "C", "C", "N", "C", "O", "H", "H", "H", "H", "H", "H"],
  "positions_angstrom": [[2.73222, -0.42537, -1.17446], [2.22648, 0.31200, -0.22929], [2.94836, 1.89267, 0.33715], [1.00885, -0.33220, 0.85281], [-0.20492, 0.29561, 0.85859], [-0.36032, 1.47436, 0.25759], [-1.27511, -0.25386, 1.59849], [-0.99311, -1.60059, 2.08276], [0.16571, -2.21459, 1.97056], [1.23057, -1.67465, 1.45183], [2.37075, -2.10382, 1.42933], [3.46059, -0.04297, -1.74694], [2.45442, -1.46879, -1.48817], [-1.14108, 1.71391, -0.34785], [0.49377, 1.87265, -0.12774], [-2.12659, 0.33878, 1.73393], [-1.82037, -2.07990, 2.69461]],
  "forces_ev_per_angstrom": [[-2.53, -2.92, 0.48], [-3.05, -2.60, 3.18], [0.28, 0.93, 0.37], [1.91, 1.44, -2.82], [-0.55, -1.77, 1.36], [0.97, 2.13, -1.72], [3.08, -2.79, -0.41], [-1.21, 2.19, 0.31], [-2.59, -1.39, 1.36], [2.48, 2.05, -1.24], [-0.76, 0.08, -0.12], [2.71, 1.54, -1.87], [-0.18, 1.26, 0.89], [-0.09, -0.56, 0.75], [-0.42, -0.05, 0.15], [-1.23, 0.29, 0.30], [1.19, 0.18, -0.97]],
  "homo_lumo_gap_ev": 8.87,
  "e_homo_ev": -8.445,
  "smiles": "C=C(Br)n1c(N)ccnc1=O",
  "e_above_lowest_kcal_mol": 0.00,
  "largest_force_ha_per_bohr": 0.0995
}

Entry 4:
{
  "formula": "C6H6Cl18Cr2O8S2",
  "method": "ωB97M-V/def2-TZVPD",
  "species": ["Cr", "Cr", "S", "O", "O", "O", "O", "S", "O", "O", "O", "O", "C", "Cl", "Cl", "Cl", "H", "C", "Cl", "Cl", "Cl", "H", "C", "Cl", "Cl", "Cl", "H", "C", "Cl", "Cl", "Cl", "H", "C", "Cl", "Cl", "Cl", "H", "C", "Cl", "Cl", "Cl", "H"],
  "positions_angstrom": [[17.06013, 4.08300, 11.98741], [20.75410, 4.04613, 12.15807], [19.15062, 4.72435, 14.19930], [19.47642, 5.63744, 13.16214], [19.25052, 5.59816, 15.33053], [17.81510, 4.25029, 13.79910], [20.17724, 3.73789, 14.07816], [18.87404, 2.47641, 10.87730], [18.92060, 3.93005, 11.05847], [18.94635, 2.18086, 9.46105], [20.00229, 2.20020, 11.71973], [17.52577, 2.28988, 11.45949], [22.11140, 1.67610, 8.84712], [22.02685, 3.41072, 9.38055], [22.88050, 0.67852, 10.07904], [23.06912, 1.44040, 7.33221], [21.12568, 1.24593, 8.66991], [14.82269, 1.39624, 14.13588], [13.20262, 1.44413, 14.78029], [15.90447, 1.69474, 15.49006], [15.00597, 2.70760, 12.95180], [15.10911, 0.41372, 13.76074], [18.81038, -1.02873, 8.46718], [19.62389, -0.36838, 7.04804], [19.97936, -1.70452, 9.59276], [17.65838, -2.31259, 7.89246], [18.24275, -0.31156, 9.06011], [19.44424, -0.88245, 13.34117], [20.84609, -1.87601, 13.67269], [18.76664, -0.22251, 14.87438], [18.18925, -1.81459, 12.34969], [19.76021, -0.04041, 12.72535], [16.10821, 2.63101, 8.26394], [15.60399, 3.87559, 9.41680], [15.42254, 2.84956, 6.63309], [15.89283, 0.98797, 8.95328], [17.17287, 2.73711, 8.05574], [19.75998, 4.15662, 6.74085], [18.80350, 3.62106, 5.28277], [19.03166, 5.34042, 7.81939], [21.41647, 4.67919, 6.28837], [19.72644, 3.21979, 7.29703]],
  "forces_ev_per_angstrom": [[0.06, 1.88, 1.54], [-1.56, 0.79, 1.12], [-0.51, 5.27, 2.60], [2.45, 2.85, -6.86], [-1.30, -2.12, 2.37], [-2.51, -1.85, 0.34], [2.65, -4.47, 0.36], [-2.02, 1.19, -2.38], [-0.01, 5.54, -1.18], [0.34, -1.38, 0.66], [2.71, -3.98, 1.26], [0.26, -4.50, -0.38], [0.78, -0.66, -0.24], [0.09, -0.72, -0.35], [-0.14, 0.25, 0.27], [-0.67, 0.65, 0.63], [-0.03, 0.64, 0.07], [0.61, 0.12, 1.41], [-0.52, -0.33, -0.39], [0.44, 0.09, 0.10], [-0.68, -0.04, -0.55], [-0.36, 0.37, -0.54], [-0.46, -0.97, -0.02], [-0.19, 0.36, 0.28], [0.32, -0.08, -0.20], [0.44, 0.64, 0.44], [0.10, 0.20, -0.69], [-0.74, 0.03, -0.12], [-0.09, -0.10, -0.09], [0.18, -0.46, -0.99], [0.71, 0.76, 1.16], [-0.18, -0.16, 0.15], [1.06, -0.90, -0.75], [-0.27, 0.32, 0.01], [-0.41, -0.11, 0.86], [-0.34, 0.82, -0.51], [-0.16, 0.08, 0.66], [0.09, -0.89, -0.34], [0.35, 0.93, 0.65], [-0.29, 0.03, -0.52], [-0.97, -0.37, 0.02], [0.80, 0.28, 0.14]],
  "homo_lumo_gap_ev": [8.07, 8.32],
  "e_homo_ev": [-9.280, -9.658],
  "e_above_lowest_kcal_mol": 64.77,
  "largest_force_ha_per_bohr": 0.1521,
  "spin_multiplicity": 9
}

Entry 5:
{
  "formula": "C6H6Cl2O4PrTi",
  "method": "ωB97M-V/def2-TZVPD",
  "species": ["Pr", "Ti", "Cl", "Cl", "C", "C", "C", "O", "O", "O", "C", "C", "C", "O", "H", "H", "H", "H", "H", "H"],
  "positions_angstrom": [[0.35060, 4.22006, -0.89510], [0.47356, -0.78146, -0.97297], [0.97464, 3.33248, 1.52815], [1.47719, -0.14681, -2.83906], [-1.41961, -0.65123, -0.75386], [-1.88154, 4.10266, 0.00978], [-1.14508, 3.02382, -2.16575], [-2.53045, -0.22848, -0.70865], [-3.01903, 4.22128, 0.25114], [-1.91704, 2.33882, -2.69843], [2.54931, -3.59522, 1.09651], [1.31203, -2.85135, 1.25763], [0.41495, -3.30248, 2.31999], [0.98567, -1.90824, 0.50754], [2.55896, -4.38152, 1.85267], [3.42517, -2.97208, 1.21864], [2.58953, -4.05365, 0.11497], [0.20442, -2.56179, 3.11043], [-0.55052, -3.68345, 1.94522], [0.89216, -4.15531, 2.82721]],
  "forces_ev_per_angstrom": [[5.38, 2.69, 3.84], [6.56, -2.42, -0.11], [-0.88, 0.53, -2.80], [-1.03, -0.07, 1.32], [-12.11, 3.72, 0.54], [-8.50, 0.97, 2.22], [-6.43, -5.79, -5.07], [7.19, -3.14, -0.20], [6.50, -0.77, -1.15], [3.85, 3.52, 2.57], [0.06, -0.52, 0.45], [0.29, -2.15, 1.81], [-0.26, -0.86, 1.07], [-1.23, 2.92, -2.85], [0.36, 0.09, -0.29], [0.41, 0.39, -0.11], [0.11, -0.06, -0.53], [0.00, 0.17, -0.45], [0.11, 0.37, -0.15], [-0.36, 0.40, -0.11]],
  "homo_lumo_gap_ev": [7.39, 7.53],
  "charge": 4,
  "e_homo_ev": [-24.581, -24.642],
  "e_above_lowest_kcal_mol": 36.31,
  "largest_force_ha_per_bohr": 0.2466,
  "spin_multiplicity": 4
}

Entry 6:
{
  "formula": "C6H6Cl3IN2",
  "method": "ωB97M-V/def2-TZVPD",
  "species": ["C", "C", "I", "C", "N", "C", "C", "N", "H", "H", "H", "H", "H", "Cl", "C", "Cl", "Cl", "H"],
  "positions_angstrom": [[-1.05843, 0.45972, -0.53481], [-0.59162, 1.35261, 0.60155], [-2.05225, 2.92030, 0.86946], [0.66303, 1.97701, 0.25088], [1.70956, 2.39728, -0.02064], [-0.35082, 0.48398, 1.88831], [-1.05866, 0.87730, 3.08627], [-1.63963, 1.10522, 4.05776], [-2.09306, 0.21249, -0.36535], [-0.46554, -0.43824, -0.61447], [-1.03631, 1.02247, -1.45090], [0.68838, 0.47057, 2.15328], [-0.71022, -0.50902, 1.67496], [0.98000, -3.96266, -2.78042], [1.70371, -2.42187, -2.32569], [1.01859, -1.10124, -3.27270], [1.50462, -2.12591, -0.59323], [2.76310, -2.47071, -2.53425]],
  "forces_ev_per_angstrom": [[-0.45, 0.41, -0.02], [-0.01, -0.32, 0.55], [0.09, 0.04, -0.03], [1.76, 0.78, -0.44], [-1.28, -0.46, 0.30], [-0.71, 0.52, -0.12], [-0.88, 0.37, 1.26], [0.53, -0.13, -0.76], [-0.38, -0.36, 0.14], [0.22, -0.11, -0.05], [0.16, 0.08, -0.51], [0.66, -0.20, -0.16], [0.16, -0.53, -0.18], [0.03, 0.02, 0.02], [-0.12, -0.01, -0.05], [0.03, -0.01, 0.02], [0.15, -0.10, 0.02], [0.04, 0.01, 0.02]],
  "homo_lumo_gap_ev": 9.85,
  "e_homo_ev": -10.168,
  "smiles": "C[C@](I)(C#N)CC#N.ClC(Cl)Cl",
  "e_above_lowest_kcal_mol": 2.91,
  "largest_force_ha_per_bohr": 0.0384
}